No. 1
The following is a DFT calculation (ωB97M-V/def2-TZVPD) of a structure of composition C19H35BrIrN2O4SSi.

Multiplicity ... 2
Gap between HOMO and LUMO (alpha / beta) ... 7.86 / 7.57 eV
Total charge ... +2
E_LUMO (alpha / beta) ... -5.8 / -5.8 eV

```
64
Properties=species:S:1:pos:R:3:nbo_charge:R:1
Ir -0.17351 -1.80503 -0.37119 0.676
Br 0.37564 -1.63015 2.00598 -0.305
S -2.83379 1.09386 1.73312 0.289
Si 2.28256 0.17059 -1.28190 1.613
O -2.43315 -0.12663 -0.56585 -0.552
O -1.02665 -2.04809 -2.31320 -0.546
O 0.16654 -4.28272 -1.04164 -0.554
O -0.86202 -4.34520 1.44566 -0.420
N -0.38161 1.70620 2.58823 -0.730
N -1.69076 3.49062 1.92696 -0.531
C 2.29821 0.98456 0.41139 -1.119
C -2.80463 1.14195 -0.08151 -0.193
C 4.00305 0.18508 -2.00134 -1.113
C -0.71034 4.52433 2.15115 0.058
C 0.34442 -5.15723 1.23548 -0.105
C 1.68470 -1.60635 -1.18130 -1.018
C -2.50797 -0.15113 -1.99241 -0.110
C -1.06142 5.60285 2.94766 -0.213
C -0.89802 -4.48068 -1.96712 -0.099
C -1.49351 2.19927 2.10328 0.393
C -0.88915 -3.66356 2.51974 0.223
C -0.13501 6.61388 3.15233 -0.170
C 1.09527 1.14235 -2.37018 -1.113
C 1.45682 5.45386 1.76870 -0.184
C -2.36647 -1.55453 -2.50067 -0.086
C 0.53569 4.44155 1.54427 -0.211
C -0.80303 -3.33138 -2.94134 -0.088
C 0.56049 -5.39585 -0.25397 -0.090
C 1.12320 6.53585 2.57166 -0.178
H 2.84504 1.92997 0.37015 0.246
H -2.56279 -1.53863 -3.57415 0.219
H -0.23537 0.70730 2.61422 0.448
H 2.40593 -2.22984 -0.64064 0.217
H 0.77765 3.62029 0.87994 0.217
H -1.51486 -3.44812 -3.75836 0.216
H 1.64420 -5.47959 -0.36364 0.221
H -3.81878 1.38607 -0.40788 0.217
H -3.08390 -2.22357 -2.01627 0.201
H 4.35866 1.20715 -2.14722 0.250
H -1.81269 -3.13950 2.72504 0.222
H 1.64122 -1.99735 -2.20637 0.203
H -0.39761 7.46125 3.77024 0.243
H 0.21696 -6.06199 1.82421 0.233
H 0.20430 -3.29982 -3.35091 0.228
H 4.71010 -0.32076 -1.34074 0.248
H -1.73642 0.49586 -2.41989 0.210
H 1.56565 2.04813 -2.75807 0.256
H 1.84288 7.32543 2.73784 0.242
H 0.20992 1.45275 -1.80518 0.204
H 1.27524 1.18837 0.73924 0.201
H 2.77687 0.35507 1.16471 0.246
H 0.76123 0.55412 -3.22820 0.238
H -1.86398 -4.54707 -1.45756 0.192
H 2.43030 5.40382 1.30037 0.235
H -2.04115 5.65075 3.40641 0.234
H 0.36817 2.31829 2.88793 0.441
H -2.64219 3.77547 1.74080 0.441
H 0.12479 -6.32454 -0.62225 0.207
H 4.03684 -0.31748 -2.96996 0.249
H -2.12068 1.92852 -0.41418 0.208
H 1.16947 -4.55430 1.61930 0.209
H -0.73098 -5.40168 -2.53331 0.214
H -0.17045 -3.84271 3.31220 0.211
H -3.48916 0.21002 -2.31988 0.209
```

---

No. 2
The following is a DFT calculation (ωB97M-V/def2-TZVPD) of a structure of composition C19H35CsN4OP2Si.

Gap between HOMO and LUMO ... 4.43 eV
Total charge ... -2
E_LUMO ... 3.8 eV

```
63
Properties=species:S:1:pos:R:3:nbo_charge:R:1
Cs 1.34134 0.72279 1.47061 0.907
P 0.74124 -2.78635 1.71771 0.816
P -1.86272 -2.37892 -1.94922 0.805
Si -0.19500 3.15249 -3.47809 1.630
O 3.49668 1.50947 0.95932 -0.570
N 6.41541 3.44316 0.57348 -0.367
N -1.01611 0.10562 2.65749 -0.657
N 4.09185 1.25109 2.02719 0.022
N 6.56506 1.30263 4.40453 -0.395
C -2.98245 1.09438 3.23541 -0.367
C 0.20386 0.11815 4.86600 -0.629
C -2.23447 0.53606 2.20411 0.085
C -2.63517 0.45857 0.75706 -0.639
C 1.35511 3.86018 -4.31193 -1.106
C -0.61512 4.41067 -2.10132 -1.123
C -2.17476 1.00455 4.39867 -0.379
C -0.98783 0.40625 3.99053 0.054
C 5.87562 2.73339 1.30031 0.286
C 5.96445 1.52545 3.44764 0.302
C -0.09952 -3.42869 3.22134 -0.946
C -0.05825 1.42201 -3.07681 -1.522
C -0.42615 -2.22274 -0.79734 -0.713
C -1.02153 -1.91416 -3.51380 -0.965
C -0.74535 -2.67134 0.63261 -0.725
C -1.59595 3.49628 -4.72861 -1.110
C -1.83033 -4.21867 -2.15659 -0.941
C 1.44334 -4.36838 1.06384 -0.944
C 5.25719 1.83067 2.23554 -0.235
H 1.17080 4.87007 -4.69533 0.202
H 2.19702 3.91163 -3.61260 0.221
H -2.56237 3.17662 -4.31853 0.213
H 1.99832 -4.17538 0.14472 0.227
H 0.93017 1.05444 -2.78221 0.197
H -2.50051 -4.47914 -2.97927 0.217
H -0.12993 -1.17197 -0.80855 0.243
H 2.14302 -4.78170 1.79347 0.220
H -1.40397 -1.95115 1.12190 0.270
H -0.08373 0.28182 5.90552 0.203
H -0.75654 -2.63627 3.59042 0.264
H -3.97908 1.50958 3.15131 0.182
H -0.69306 -4.31957 2.99589 0.202
H -1.91125 0.94714 0.09436 0.210
H 1.65914 3.22570 -5.15188 0.217
H -2.19480 -4.71939 -1.25791 0.216
H 0.63024 -3.66660 3.99713 0.219
H -1.68582 -2.12162 -4.35727 0.212
H 0.55125 -0.91564 4.76188 0.194
H 0.66021 -5.10454 0.86039 0.204
H -1.52060 4.07912 -1.57874 0.217
H -1.42664 2.92638 -5.64820 0.214
H 0.40546 -2.79757 -1.22068 0.199
H -0.09495 -2.48396 -3.64248 0.197
H -2.41245 1.34843 5.39757 0.181
H -0.82428 -4.58216 -2.39032 0.203
H 0.18834 4.44541 -1.35760 0.216
H -3.59218 0.96486 0.61625 0.204
H -1.24376 -3.64793 0.64116 0.194
H 1.05883 0.77456 4.65448 0.186
H -1.67485 4.56194 -4.98604 0.194
H -0.79148 -0.83960 -3.52401 0.309
H -2.75994 -0.56359 0.39035 0.197
H -0.83073 1.05539 -2.38570 0.187
H -0.79033 5.43004 -2.46916 0.196
```

---

No. 3
The following is a DFT calculation (ωB97M-V/def2-TZVPD) of a structure of composition C19H36BeF4O17.

Gap between HOMO and LUMO ... 2.93 eV
Total charge ... 0
E_LUMO ... -5.3 eV

```
77
Properties=species:S:1:pos:R:3:mulliken_charge:R:1
F -9.95266 27.19985 -4.39448 -0.612
F -2.28292 20.44774 -6.31696 -0.308
F -4.18433 19.68880 -6.87071 -0.253
F -2.74143 19.81906 -8.38024 -0.240
O -5.98062 29.95271 -6.80726 -0.301
O -10.43450 19.26061 -7.45611 -0.322
O -12.11293 20.32911 -6.62441 -0.315
O -9.84704 27.36276 -10.38902 -0.324
O -10.07232 21.36417 -6.71321 -0.561
O -3.55122 22.10432 -9.16204 -0.342
O -8.40344 25.92193 -10.99819 -0.284
O -6.01287 27.63371 -6.46019 -0.515
O -4.25998 28.78196 -7.37900 -0.308
O -5.35724 23.57838 -0.80018 -0.306
O -11.13753 22.29459 -0.30349 -0.320
O -4.96617 22.53034 -7.50040 -0.472
O -10.21640 20.55650 -1.20476 -0.337
O -5.94714 24.79051 -2.58241 -0.631
O -6.22211 25.45436 -0.32522 -0.291
O -9.30729 25.76951 -8.82151 -0.554
O -10.24487 22.47599 -2.42931 -0.554
C -7.52425 24.86136 -10.78542 -0.504
C -10.82287 28.04359 -9.55404 -0.473
C -3.38936 27.71434 -7.49475 -0.572
C -5.43009 28.64203 -6.82168 0.752
C -12.75622 21.49851 -6.19358 -0.603
C -7.18142 30.09659 -6.05015 -0.472
C -2.30451 22.14914 -9.84454 -0.248
C -11.76859 23.56122 -0.36257 -0.638
C -9.11031 19.16941 -7.95548 -0.678
C -2.48851 21.59563 -11.25408 -1.111
C -6.78310 26.73612 -0.57435 -0.625
C -3.24753 20.44556 -7.32507 0.915
C -3.71311 21.93051 -7.71080 -0.071
C -10.57142 21.85753 -1.39766 0.805
C -10.79510 20.40458 -6.84728 0.846
C -9.22368 26.26033 -9.96191 0.764
C -10.78488 19.65849 -0.21114 -0.610
C -4.76188 22.47388 -1.44669 -0.654
C -5.85091 24.59941 -1.33606 0.833
Be -8.17832 24.68446 -5.51868 0.864
H -10.12256 19.65037 0.65452 0.265
H -8.41297 19.08111 -7.12241 0.311
H -6.80801 25.11544 -10.00404 0.233
H -13.06559 21.69167 -5.16641 0.254
H -3.44087 21.88408 -11.69895 0.261
H -3.78979 22.71638 -1.87602 0.301
H -11.63710 27.37927 -9.26453 0.295
H -12.11824 22.32528 -6.50589 0.287
H -8.67441 19.85961 -8.67778 0.290
H -1.42172 21.69793 -9.39154 0.322
H -11.81180 19.95028 0.00889 0.310
H -11.07845 24.35684 -0.64323 0.269
H -2.05297 23.20160 -9.97559 0.348
H -11.31602 28.80798 -10.15454 0.206
H -2.45754 20.53693 -10.99660 0.252
H -2.92429 22.56223 -7.30240 0.221
H -1.66319 21.70965 -11.95689 0.367
H -3.28559 27.08957 -6.60762 0.296
H -6.19381 27.24968 -1.33401 0.292
H -6.95886 24.64387 -11.69158 0.229
H -10.21867 28.46617 -8.75125 0.168
H -6.94154 27.28905 0.35154 0.244
H -5.45650 21.92581 -2.08326 0.304
H -8.04409 29.63733 -6.53283 0.109
H -7.47007 31.14098 -5.93171 0.271
H -12.62552 23.58667 -1.03572 0.300
H -3.89719 27.06648 -8.20923 0.260
H -7.67634 26.68542 -1.19697 0.299
H -8.05848 23.99528 -10.39478 0.269
H -13.65999 21.44058 -6.80016 0.243
H -10.65573 18.65220 -0.60964 0.253
H -4.60730 21.62684 -0.77830 0.265
H -7.20382 29.66216 -5.05072 0.290
H -12.06660 23.95930 0.60739 0.262
H -9.11879 18.22945 -8.50732 0.260
H -2.39457 28.09464 -7.72681 0.223
```

---

No. 4
The following is a DFT calculation (ωB97M-V/def2-TZVPD) of a structure of composition C19H36CaN2O4.

Gap between HOMO and LUMO ... 9.89 eV
Total charge ... +2
E_LUMO ... -4.7 eV

```
62
Properties=species:S:1:pos:R:3:nbo_charge:R:1
Ca -0.62249 -0.23671 0.10904 1.799
O -2.53668 -0.07472 1.37463 -0.630
O 0.83001 0.55987 1.80481 -0.635
O -1.02249 2.03876 0.55284 -0.621
O -0.40684 -1.84102 1.84597 -0.618
N -1.77408 -2.15578 -0.96532 -0.940
N -0.22151 0.77162 -2.06623 -0.965
C 2.99115 -1.80308 -0.53803 -0.247
C -3.15304 1.23884 1.24892 -0.098
C 2.61515 -1.69188 -1.87218 -0.241
C -2.93081 -0.65898 -2.60942 -0.398
C 0.87039 -1.71187 2.52059 -0.099
C 3.69134 0.52131 -0.50435 -0.021
C 2.80440 -0.48101 -2.53049 -0.223
C 0.88804 1.97462 2.06108 -0.098
C -0.52031 -0.00390 -3.30882 -0.223
C -2.55190 -2.09464 -2.24514 -0.234
C -1.58990 -1.85254 2.68374 -0.100
C -2.26559 -0.49694 2.73384 -0.106
C 3.32844 0.61345 -1.85075 -0.234
C -2.12639 2.33695 1.43150 -0.105
C 3.51918 -0.70488 0.13387 -0.182
C -2.00193 0.00042 -3.63091 -0.421
C 1.14325 -0.28083 2.93020 -0.097
C 0.24191 2.66571 0.87862 -0.099
C 4.33718 1.68563 0.20451 -0.643
H 3.91409 2.64149 -0.11097 0.220
H 0.53640 0.03964 3.78006 0.190
H -1.24701 -3.02516 -0.93393 0.394
H 2.57248 -0.39887 -3.58617 0.232
H 2.24997 -2.55784 -2.41050 0.231
H 0.86862 2.55315 -0.00638 0.211
H 0.37238 2.17669 3.00253 0.193
H -3.58079 1.27021 0.24899 0.219
H -3.94152 -0.64351 -3.01728 0.246
H -3.43681 -2.72085 -2.16132 0.213
H -1.93484 -2.53520 -3.02808 0.209
H -1.77281 2.39725 2.46237 0.190
H 0.90923 -2.37594 3.38332 0.223
H 2.19446 -0.17252 3.20434 0.220
H -3.20327 -0.57187 3.28608 0.226
H 1.92525 2.29800 2.16268 0.223
H 0.78742 0.93094 -2.06036 0.397
H 4.24082 1.60059 1.28845 0.211
H -1.33685 -2.16803 3.69653 0.223
H 0.10817 3.73003 1.06709 0.229
H 3.85562 -0.81541 1.16014 0.206
H 3.50080 1.54222 -2.38566 0.229
H -3.96138 1.34444 1.97147 0.227
H -2.12003 -0.51996 -4.58504 0.237
H 5.40548 1.72762 -0.01629 0.256
H 2.93441 -2.76617 -0.04384 0.225
H -0.63316 1.69750 -2.16589 0.385
H -0.15107 -1.02197 -3.16821 0.194
H -2.99473 -0.06259 -1.68789 0.167
H -2.45785 -2.26071 -0.21686 0.375
H -2.56141 3.30013 1.16345 0.227
H 0.03319 0.41013 -4.15130 0.211
H -2.32805 1.02790 -3.81742 0.219
H -1.62974 0.24172 3.22712 0.182
H -2.26544 -2.59299 2.25926 0.217
H 1.61147 -2.03851 1.79699 0.222
```

---

Sequential energy relative to the best compared isomer or geometry (same formula, charge and spin) output: 50.75, 15.34, 0.00, 0.89 kcal per mole
Sequential calculated total energy output: -4520.8594, -2031.5023, -2438.3801, -1833.2542 a.u.